# 1
Molecular formula: C35H34MnN4O4
Method: DFT, the ωB97M-V functional and the def2-TZVPD basis

Structure (XYZ):
```
78
Properties=species:S:1:pos:R:3:mulliken_spin:R:1
Mn 1.058 -2.134 -0.560 4.865
O 7.091 -3.652 3.007 0.001
C 6.492 -4.419 2.227 0.000
O 6.812 -5.553 1.831 0.000
C 5.261 -3.791 1.517 0.002
C 4.856 -2.496 1.831 0.002
C 3.764 -1.951 1.182 -0.014
N 3.074 -2.624 0.259 0.047
C 3.434 -3.881 -0.037 0.001
C 4.528 -4.487 0.563 -0.004
C 2.535 -4.629 -1.037 0.022
O 2.962 -5.670 -1.525 0.010
O 1.400 -4.083 -1.252 0.050
H 5.407 -1.946 2.580 0.000
H 3.422 -0.944 1.400 -0.001
H 4.807 -5.496 0.295 0.000
C -2.216 5.020 1.119 0.000
C -2.748 3.921 1.994 0.000
C -3.970 4.049 2.640 0.000
C -4.501 3.028 3.416 0.000
C -3.789 1.845 3.536 0.000
C -2.563 1.688 2.909 0.000
C -2.025 2.724 2.145 -0.002
N -0.764 2.609 1.530 0.001
C -0.366 1.289 1.104 -0.012
N 0.217 0.611 2.131 -0.012
C 0.220 -0.796 2.408 -0.105
C 0.100 -1.762 1.407 0.251
C 0.089 -3.077 1.906 -0.119
C 0.259 -3.424 3.238 0.004
C 0.403 -2.414 4.176 0.010
C 0.370 -1.085 3.779 -0.003
C 0.536 -0.004 4.816 0.001
N -0.540 0.842 -0.070 0.008
C -1.165 1.650 -1.021 0.025
C -0.443 2.609 -1.731 -0.007
C -1.073 3.435 -2.651 -0.001
C -2.432 3.296 -2.884 0.001
C -3.137 2.302 -2.214 -0.001
C -2.526 1.465 -1.291 -0.008
C -3.274 0.375 -0.585 0.000
H -2.888 5.878 1.130 0.000
H -2.119 4.687 0.081 0.000
H -1.231 5.361 1.447 0.000
H -4.523 4.973 2.515 0.000
H -5.459 3.150 3.904 0.000
H -4.189 1.024 4.118 0.000
H -2.031 0.751 2.993 0.000
H -0.671 3.255 0.758 -0.001
H 0.326 1.209 2.932 0.000
H 0.004 -3.907 1.202 0.015
H 0.310 -4.464 3.537 -0.002
H 0.565 -2.649 5.222 0.001
H 0.694 -0.446 5.799 0.000
H -0.340 0.649 4.889 0.000
H 1.400 0.636 4.611 0.000
H 0.625 2.674 -1.562 0.000
H -0.495 4.174 -3.194 0.000
H -2.935 3.929 -3.605 0.000
H -4.194 2.164 -2.416 0.000
H -4.256 0.231 -1.036 0.000
H -3.411 0.608 0.475 0.000
H -2.709 -0.559 -0.628 0.007
C 1.357 0.721 -5.340 0.004
C 0.423 -0.430 -4.942 0.000
C -1.027 -0.011 -5.211 0.003
C 0.753 -1.666 -5.789 0.002
C 0.605 -0.744 -3.517 0.275
C 0.755 -1.007 -2.335 -0.310
H 1.228 0.972 -6.398 0.000
H 2.398 0.445 -5.170 -0.001
H 1.141 1.607 -4.741 -0.001
H -1.173 0.189 -6.277 0.000
H -1.281 0.886 -4.648 -0.002
H -1.713 -0.802 -4.906 -0.001
H 0.672 -1.430 -6.854 0.000
H 0.066 -2.479 -5.555 -0.001
H 1.763 -2.018 -5.577 -0.001
```

Calculated values
Orbital gap (alpha / beta), hartree: 0.2275 / 0.2489
2S+1: 6
Energy, eV: -82320.08558
Energy above the lowest of the compared OMol25 structures with the same formula, charge and spin, eV: 0.000
Largest force on an atom, eV/A: 1.0
Total charge: -2

***

# 2
Molecular formula: C35H34N2O5S2
Method: DFT, the ωB97M-V functional and the def2-TZVPD basis

Structure (XYZ):
```
78
Properties=species:S:1:pos:R:3:lowdin_charge:R:1
C -0.752 1.124 1.678 -0.038
O 0.251 1.384 0.593 -0.212
C 1.053 2.416 0.715 -0.516
S 2.842 2.286 1.098 0.676
C 3.100 1.406 2.653 -0.247
C 3.150 2.081 3.876 -0.059
C 3.348 1.365 5.064 -0.079
C 3.563 -0.014 5.027 -0.103
C 3.551 -0.691 3.797 -0.092
C 3.330 0.026 2.620 -0.068
O 3.520 1.533 0.063 -0.346
O 3.251 3.657 1.371 -0.350
S 0.449 3.924 1.577 0.712
C 1.316 5.504 1.393 -0.289
C 1.910 6.138 2.485 -0.062
C 2.552 7.375 2.307 -0.079
C 2.611 7.958 1.038 -0.096
C 2.007 7.316 -0.050 -0.083
C 1.351 6.096 0.132 -0.065
O -0.901 4.163 1.087 -0.350
O 0.653 3.576 2.986 -0.380
H -0.975 0.062 1.580 0.061
H -0.303 1.374 2.650 0.089
H -1.632 1.736 1.448 0.072
H 3.050 3.166 3.896 0.103
H 3.342 1.902 6.019 0.104
H 3.738 -0.570 5.952 0.095
H 3.714 -1.770 3.752 0.093
H 3.361 -0.471 1.655 0.062
H 1.879 5.665 3.466 0.109
H 3.005 7.873 3.171 0.101
H 3.140 8.903 0.889 0.097
H 2.040 7.758 -1.047 0.099
H 0.873 5.575 -0.692 0.114
C -3.604 -3.083 -4.936 0.002
C -3.411 -2.183 -3.792 -0.169
N -4.164 -1.064 -3.634 -0.026
C -5.203 -0.633 -4.555 0.011
C -3.885 -0.444 -2.411 -0.144
C -2.916 -1.250 -1.748 -0.109
C -2.697 -1.077 -0.391 0.000
C -3.436 -0.091 0.276 -0.066
C -4.321 0.756 -0.404 -0.047
C -4.580 0.568 -1.765 -0.001
C -2.577 -2.341 -2.649 -0.098
C -1.729 -3.418 -2.400 0.080
C -0.739 -3.612 -1.430 -0.108
C -0.353 -4.868 -0.880 -0.179
C -0.973 -6.191 -1.050 0.000
N 0.800 -4.704 -0.185 -0.031
C 1.519 -5.785 0.474 0.011
C 1.231 -3.374 -0.243 -0.142
C 0.265 -2.659 -1.003 -0.124
C 0.544 -1.378 -1.468 0.009
C 1.797 -0.839 -1.170 -0.040
C 2.742 -1.543 -0.425 -0.071
C 2.496 -2.849 0.014 0.006
H -2.802 -3.825 -4.925 0.082
H -4.566 -3.622 -4.879 0.111
H -3.570 -2.543 -5.894 0.098
H -5.495 0.392 -4.310 0.091
H -4.817 -0.673 -5.580 0.098
H -6.093 -1.277 -4.492 0.111
H -1.991 -1.738 0.121 0.116
H -3.304 0.032 1.346 0.103
H -4.801 1.561 0.144 0.115
H -5.305 1.176 -2.304 0.107
H -1.894 -4.279 -3.055 0.118
H -1.772 -6.086 -1.787 0.079
H -0.253 -6.943 -1.409 0.097
H -1.424 -6.565 -0.119 0.105
H 2.450 -5.389 0.893 0.089
H 0.907 -6.212 1.282 0.107
H 1.747 -6.581 -0.249 0.100
H -0.204 -0.847 -2.056 0.120
H 2.053 0.148 -1.533 0.111
H 3.682 -1.059 -0.179 0.100
H 3.263 -3.433 0.513 0.105
```

Calculated values
Orbital gap, hartree: 0.1031
2S+1: 1
Energy, eV: -71729.53304
Energy above the lowest of the compared OMol25 structures with the same formula, charge and spin, eV: 0.000
Largest force on an atom, eV/A: 5.7

***

# 3
Molecular formula: C35H34N5O10SSn
Method: DFT, the ωB97M-V functional and the def2-TZVPD basis

Structure (XYZ):
```
86
Properties=species:S:1:pos:R:3:mulliken_spin:R:1
Sn 0.055 0.227 0.007 0.491
O -5.507 -4.030 -0.719 0.000
C -4.663 -4.223 0.179 0.000
O -4.433 -5.154 0.973 0.000
C -3.660 -3.026 0.332 0.000
C -3.828 -1.870 -0.426 0.002
C -2.864 -0.888 -0.342 0.002
N -1.817 -1.030 0.460 0.074
C -1.664 -2.090 1.238 -0.004
C -2.575 -3.127 1.201 0.003
C -0.485 -2.008 2.148 0.016
C -0.032 -3.081 2.893 0.006
C 1.026 -2.893 3.766 0.000
C 1.617 -1.642 3.867 0.002
C 1.154 -0.634 3.046 -0.001
N 0.124 -0.804 2.213 0.056
C -2.897 0.410 -1.076 0.015
C -3.719 0.629 -2.170 0.008
C -3.744 1.886 -2.748 -0.001
C -2.923 2.886 -2.241 0.005
C -2.079 2.566 -1.197 -0.006
N -2.072 1.366 -0.614 0.052
H -4.709 -1.781 -1.047 0.000
H -2.492 -4.012 1.818 0.000
H -0.493 -4.054 2.790 0.000
H 1.390 -3.721 4.361 0.000
H 2.432 -1.458 4.553 0.000
H 1.618 0.346 3.032 0.004
H -4.319 -0.177 -2.569 0.001
H -4.394 2.083 -3.590 0.000
H -2.926 3.883 -2.658 0.000
H -1.377 3.293 -0.801 -0.001
C 3.942 -1.645 1.018 0.005
C 3.278 -1.036 -0.202 -0.032
C 4.228 -0.906 -1.380 0.014
O 2.715 0.229 0.163 0.026
C 2.142 -2.083 -0.602 0.011
O 2.498 -3.110 -1.144 0.007
O 0.936 -1.757 -0.240 0.129
H 4.745 -0.993 1.372 -0.001
H 4.352 -2.620 0.758 -0.001
H 3.216 -1.768 1.818 0.000
H 5.096 -0.303 -1.100 0.000
H 3.723 -0.424 -2.220 -0.007
H 4.558 -1.893 -1.692 0.001
H 2.522 0.705 -0.663 -0.013
O 0.902 2.443 0.796 0.012
N 1.275 3.659 0.464 0.029
C 1.541 4.560 1.428 0.001
C 1.925 5.844 1.107 0.004
C 2.033 6.222 -0.222 -0.003
C 1.756 5.279 -1.197 0.001
C 1.386 4.002 -0.838 -0.002
H 1.427 4.196 2.436 0.002
H 2.135 6.536 1.910 0.000
H 2.330 7.227 -0.487 0.000
H 1.827 5.520 -2.249 0.000
H 1.179 3.206 -1.539 -0.015
C -3.883 0.413 -6.732 0.000
C -2.422 0.160 -7.002 0.000
C -1.877 -1.115 -6.864 0.000
C -0.518 -1.328 -7.028 0.000
C 0.307 -0.252 -7.334 0.000
C -0.219 1.020 -7.517 0.000
C -1.583 1.216 -7.354 0.000
S 2.052 -0.499 -7.444 0.000
O 2.628 0.759 -7.815 0.000
O 2.305 -1.675 -8.220 0.000
N 2.564 -0.852 -5.933 0.001
C 2.162 -0.003 -4.800 -0.001
C 1.016 -0.594 -3.992 0.017
C 0.729 0.143 -2.709 -0.036
O 1.635 0.784 -2.123 0.019
O -0.450 0.049 -2.234 0.109
H -4.423 -0.518 -6.560 0.000
H -4.351 0.941 -7.565 0.000
H -3.987 1.039 -5.844 0.000
H -2.522 -1.951 -6.615 0.000
H -0.092 -2.320 -6.922 0.000
H 0.448 1.830 -7.783 0.000
H -2.004 2.206 -7.496 0.000
H 2.547 -1.852 -5.765 0.000
H 1.881 0.966 -5.214 0.000
H 3.024 0.150 -4.156 0.000
H 1.269 -1.615 -3.680 0.001
H 0.097 -0.649 -4.571 -0.002
```

Calculated values
Orbital gap (alpha / beta), hartree: 0.2546 / 0.2081
2S+1: 2
Energy, eV: -81438.59589
Energy above the lowest of the compared OMol25 structures with the same formula, charge and spin, eV: 1.028
Largest force on an atom, eV/A: 1.5